# 1
DFT (wB97M-V/def2-TZVPD) results for a molecular structure, C30H46BrFeN3P2 at a distorted geometry.

CARTESIAN COORDINATES (ANGSTROEM)
N 0.71571 -4.30326 3.80386
C -0.33486 -3.48546 3.92664
C -0.86727 -2.79352 2.83254
C -0.30749 -3.00490 1.55227
C 0.78915 -3.89185 1.44510
C 1.26367 -4.51344 2.60794
C -0.90110 -2.40417 0.38016
Fe -0.31556 -0.08566 -0.34410
P -0.61968 1.70825 -1.99084
C -0.20378 -2.29665 -0.85949
C -0.91780 -2.26786 -2.13494
C -0.22935 -2.51436 -3.35037
C -0.83861 -2.18045 -4.55237
C -2.06345 -1.48987 -4.50558
C -2.85628 -1.48564 -3.35653
C -2.28217 -1.90348 -2.15763
Br -2.58121 -0.36628 -5.99090
H -1.99323 -2.38360 0.40215
H 0.86132 -2.54064 -0.88440
H -1.70372 -2.11672 2.98672
H 1.24186 -4.13096 0.48493
H -0.76785 -3.37007 4.92692
H 2.12074 -5.19382 2.53618
H 0.76905 -2.96440 -3.31383
H -2.87798 -1.92167 -1.24551
H -0.35645 -2.39507 -5.50008
H -3.87929 -1.12802 -3.38384
P 2.28804 0.23685 0.33482
C -2.44333 1.93884 -2.02351
C -3.05157 2.37886 -3.35183
H -2.70093 2.64758 -1.21821
H -2.89015 0.97323 -1.73541
H -4.12036 2.56746 -3.18149
H -2.61293 3.30854 -3.73944
H -2.97926 1.59661 -4.12353
C -0.07351 1.11471 -3.63225
C 0.09255 2.14999 -4.73904
H -0.79020 0.34575 -3.94595
H 0.88112 0.59135 -3.46691
H 0.35703 1.62082 -5.66368
H -0.82971 2.70976 -4.94225
H 0.89984 2.85650 -4.51001
C 0.18340 3.30136 -1.61381
C -0.45270 4.54742 -2.21890
H 1.24003 3.22715 -1.91276
H 0.17481 3.37448 -0.51569
H 0.16189 5.41386 -1.94801
H -0.49735 4.51265 -3.31358
H -1.46390 4.72463 -1.83541
C 3.11346 1.57339 1.31568
C 2.77628 2.99558 0.89815
H 4.19443 1.39737 1.19663
H 2.88412 1.40869 2.37818
H 3.33594 3.68318 1.54592
H 3.07384 3.19272 -0.14059
H 1.70631 3.21011 1.02235
C 3.31865 0.37261 -1.19575
C 3.23316 -0.80913 -2.15359
H 4.35453 0.50525 -0.84219
H 3.01007 1.31163 -1.68323
H 3.89334 -0.61063 -3.00943
H 3.57071 -1.74102 -1.67815
H 2.21445 -0.95810 -2.54089
C 3.12004 -1.18250 1.16365
C 2.91731 -1.27854 2.67155
H 4.19224 -1.08300 0.93524
H 2.75981 -2.09170 0.66227
H 3.38067 -2.20964 3.02195
H 3.39406 -0.44899 3.20946
H 1.85480 -1.31796 2.94498
N -0.05409 2.12224 2.19943
C -1.38115 1.83953 1.94182
C -2.38641 2.61937 2.53026
C -3.70753 2.22345 2.36197
C -3.94934 1.06025 1.61980
C -2.90459 0.35898 1.04156
N -1.62229 0.81345 1.09344
H 0.57672 1.32127 2.29091
H 0.08154 2.82545 2.92019
H -2.07813 3.46591 3.13889
H -4.53016 2.80116 2.79016
H -4.95508 0.67261 1.46780
H -3.04513 -0.58864 0.51735

Values from the calculation:
**Total charge**: +2
**Largest force on an atom**: 3.12 eV Å⁻¹
**Relative energy (zero: lowest compared OMol25 entry of this formula, charge and spin)**: 0.0 kJ/mol
**E_tot**: -159320.888 eV
**LUMO level (alpha / beta)**: -6.591 / -7.272 eV
**HOMO-LUMO gap (alpha / beta)**: 0.2652 / 0.2465 Eh
**2S+1**: 5
**Highest occupied orbital energy (alpha / beta)**: -0.507 / -0.514 Ha

# 2
DFT (wB97M-V/def2-TZVPD) results for a molecular structure, C24H30BrLaN2O5S5 at a distorted geometry.

CARTESIAN COORDINATES (ANGSTROEM)
La 0.65743 -0.29338 0.30250
C -3.51173 -2.04798 0.00079
C -3.04707 -1.94392 1.44693
S -2.10455 -0.48953 1.90472
C -3.29905 0.85720 1.73505
C -3.52763 1.47332 0.35323
S -2.02864 2.19264 -0.33290
C -2.61095 2.65074 -1.96460
C -2.82863 1.49003 -2.93139
S -1.28120 0.60023 -3.14398
C -1.87830 -1.01830 -3.65181
C -2.80842 -1.73127 -2.66965
S -2.06921 -2.07147 -1.06406
H -4.16097 -1.21237 -0.26132
H -4.09620 -2.96280 -0.11556
H -2.38108 -2.77574 1.68945
H -3.89812 -2.01253 2.12771
H -2.96182 1.62850 2.42921
H -4.24891 0.47661 2.11843
H -4.27017 2.26805 0.46536
H -3.93083 0.73693 -0.34086
H -1.85235 3.33050 -2.35866
H -3.52653 3.23588 -1.85344
H -3.19121 1.87412 -3.88716
H -3.59572 0.82762 -2.53146
H -0.97999 -1.60780 -3.84028
H -2.40851 -0.92867 -4.60256
H -3.11796 -2.67661 -3.11962
H -3.71551 -1.14734 -2.50466
N 3.15297 -2.25206 0.05571
C 3.78898 -2.59644 1.33870
C 2.68083 -3.03625 2.30370
C 1.57857 -2.05477 2.07342
O 1.78789 -0.83878 2.34899
O 0.53959 -2.40201 1.41518
H 2.66139 -3.04970 -0.33276
H 3.83047 -1.95786 -0.63562
H 4.25495 -1.69341 1.73028
H 4.55620 -3.37193 1.27282
H 3.03439 -2.98873 3.33357
H 2.32616 -4.04262 2.08315
O 2.59579 1.58331 0.43988
C 1.91630 2.14591 1.31193
N 0.58107 1.90792 1.43684
S -0.02922 2.56539 2.80999
O -0.32645 1.52836 3.75853
O -1.06027 3.52261 2.53070
C 1.44987 3.39977 3.25632
C 1.66791 4.25176 4.32211
C 2.93843 4.80303 4.43151
C 3.94197 4.50132 3.50994
C 3.69905 3.63452 2.45297
C 2.43042 3.09739 2.34357
H 0.88759 4.48187 5.03499
H 3.15462 5.48131 5.24726
H 4.92036 4.95010 3.62214
H 4.46438 3.38063 1.73134
Br 1.79456 -3.49507 -6.13360
C 1.53714 -2.64082 -4.46462
C 0.98340 -3.35159 -3.41143
C 0.78202 -2.69309 -2.19802
C 1.10700 -1.34168 -1.97237
C 1.70024 -0.70825 -3.07160
C 1.91277 -1.31704 -4.30911
H 0.70952 -4.39156 -3.54168
H 0.34818 -3.28929 -1.39775
H 2.01346 0.33308 -2.99237
H 2.36136 -0.77797 -5.13401

Values from the calculation:
**Largest force on an atom**: 1.46 eV Å⁻¹
**Relative energy (zero: lowest compared OMol25 entry of this formula, charge and spin)**: 0.0 kJ/mol
**E_tot**: -163674.650 eV
**LUMO level**: 0.225 eV
**HOMO-LUMO gap**: 0.2997 Eh
**Highest occupied orbital energy**: -0.291 Ha

# 3
DFT (wB97M-V/def2-TZVPD) results for 2 unconnected molecules or ions with the total composition C4H10O3 at a distorted geometry.

CARTESIAN COORDINATES (ANGSTROEM)
O 1.33665 0.16902 -3.61236
C 1.59159 0.76296 -2.59733
C 0.92060 0.45654 -1.29252
C -0.62132 0.67372 -1.49025
C -1.32624 0.74744 -0.12161
O -1.20963 2.11612 0.29952
H 2.40255 1.52265 -2.56696
H 1.34995 0.91568 -0.40849
H 0.98455 -0.62070 -1.12235
H -0.81545 1.56804 -2.07309
H -0.98485 -0.23462 -1.97693
H -2.40580 0.65661 -0.31870
H -0.92576 -0.01434 0.54015
H -1.96448 2.33058 0.84513
O 0.82516 -3.77764 5.02215
H 0.28716 -4.36718 5.56158
H 0.55532 -2.90489 5.31207

Values from the calculation:
**Largest force on an atom**: 2.74 eV Å⁻¹
**Relative energy (zero: lowest compared OMol25 entry of this formula, charge and spin)**: 165.6 kJ/mol
**E_tot**: -10451.527 eV
**LUMO level**: 0.743 eV
**HOMO-LUMO gap**: 0.3851 Eh
**Highest occupied orbital energy**: -0.358 Ha

# 4
DFT (wB97M-V/def2-TZVPD) results for a molecular structure, C4H5Li2O2Pd at a distorted geometry.

CARTESIAN COORDINATES (ANGSTROEM)
O 2.31682 0.24032 0.24932
C 2.56711 -0.84878 1.10332
C 1.31916 -1.40866 1.69050
Pd 0.80111 0.58616 -0.16959
Li 3.88700 0.90442 -0.33053
H 3.25083 -0.56350 1.93420
H 3.11150 -1.65508 0.57914
H 0.78400 -2.19009 1.13972
H 0.80930 -0.90767 2.51607
C -5.11497 1.11733 -1.96761
C -3.89265 1.23309 -1.88205
O -2.66709 1.31232 -1.67756
Li -0.98798 1.09334 -1.14131
H -6.18414 1.08681 -2.04360

Values from the calculation:
**Largest force on an atom**: 18.05 eV Å⁻¹
**Relative energy (zero: lowest compared OMol25 entry of this formula, charge and spin)**: 0.0 kJ/mol
**E_tot**: -12204.520 eV
**LUMO level (alpha / beta)**: -2.010 / -2.340 eV
**HOMO-LUMO gap (alpha / beta)**: 0.1491 / 0.1373 Eh
**2S+1**: 4
**Highest occupied orbital energy (alpha / beta)**: -0.223 / -0.223 Ha

# 5
DFT (wB97M-V/def2-TZVPD) results for 2 unconnected molecules or ions with the total composition C5H14NSe at a distorted geometry.

CARTESIAN COORDINATES (ANGSTROEM)
C -0.63521 -2.45016 -0.30574
C 1.25133 -0.12258 1.58239
C 1.41903 1.38230 -0.32306
C -2.10869 1.61935 -0.49943
C -1.01136 -1.05512 -0.60885
N 1.26566 -0.03712 0.08367
Se -1.85644 -0.02200 0.53925
H -0.65434 -2.47692 0.70142
H 0.38494 -2.67154 -0.55492
H -1.29955 -3.04231 -0.93567
H 1.48558 -1.20181 1.85842
H 1.89199 0.67414 1.97226
H 0.33054 0.28773 1.93358
H 0.88524 2.14390 0.18524
H 2.51829 1.51826 -0.24612
H 1.16117 1.53994 -1.32567
H -2.77069 1.21255 -1.29043
H -2.48961 2.55931 -0.02439
H -1.07899 1.60374 -0.95756
H -0.70458 -0.73850 -1.61565
H 2.01569 -0.72314 -0.16874

Values from the calculation:
**Total charge**: +1
**Largest force on an atom**: 3.86 eV Å⁻¹
**Relative energy (zero: lowest compared OMol25 entry of this formula, charge and spin)**: 132.8 kJ/mol
**E_tot**: -72238.649 eV
**LUMO level (alpha / beta)**: -4.963 / -4.963 eV
**HOMO-LUMO gap (alpha / beta)**: 0.2965 / 0.2965 Eh
**Highest occupied orbital energy (alpha / beta)**: -0.479 / -0.479 Ha

# 6
DFT (wB97M-V/def2-TZVPD) results for a molecular structure, C38H50BClN6O5S3V.

CARTESIAN COORDINATES (ANGSTROEM)
V 0.12562 2.32471 1.51653
C 2.48659 2.28015 -3.07530
C 1.42567 1.36547 -2.55710
C 0.59882 0.63736 -3.36083
C -0.39251 -0.19819 -2.79921
N -0.50702 -0.31974 -1.50289
N 0.29899 0.39093 -0.71878
B 0.21333 0.20701 0.83977
N 1.44973 -0.63503 1.26517
N 2.14287 -1.16781 0.25140
C 3.17777 -1.91004 0.49481
C 3.59735 -2.14730 1.82856
C 2.89552 -1.63078 2.86646
C 3.29646 -1.84593 4.28765
C 1.72039 -0.84744 2.57765
S 0.71692 -0.22286 3.75376
C 3.85867 -2.48371 -0.74318
C 5.10117 -3.29683 -0.38430
C 2.85298 -3.38659 -1.46845
C 4.26091 -1.32758 -1.66763
N -1.04775 -0.63599 1.17232
N -0.92278 -1.92524 0.84544
C -1.86524 -2.76001 1.17090
C -3.03940 -2.30114 1.82017
C -3.16048 -0.99184 2.16652
C -4.34020 -0.44767 2.90384
C -2.07119 -0.12585 1.85655
S -1.98946 1.48480 2.38123
C -1.56785 -4.21936 0.84728
C -1.20863 -4.34254 -0.63550
C -0.36081 -4.64597 1.69392
C -2.75766 -5.12383 1.16180
C 1.21758 1.25228 -1.16125
S 2.04033 2.16613 0.02512
C -1.32966 -1.04356 -3.65794
C -1.60201 -0.35956 -5.00258
C -0.64576 -2.39596 -3.89621
C -2.66072 -1.26998 -2.94120
H 2.50162 2.28582 -4.16229
H 3.46460 1.96682 -2.70467
H 2.32122 3.29451 -2.70990
H 0.69556 0.71810 -4.43434
H 4.48139 -2.73780 2.02479
H 4.21245 -2.43098 4.34785
H 2.49752 -2.35542 4.82871
H 3.43704 -0.88684 4.78703
H 4.85939 -4.14445 0.25860
H 5.85217 -2.68433 0.11641
H 5.54853 -3.69166 -1.29677
H 2.57610 -4.23994 -0.84590
H 3.28714 -3.76411 -2.39552
H 1.94809 -2.82758 -1.70603
H 4.95477 -0.65059 -1.16772
H 3.38111 -0.75675 -1.96321
H 4.74383 -1.71774 -2.56458
H -3.83494 -2.99088 2.06452
H -5.14206 -1.18094 2.95342
H -4.70644 0.46049 2.42385
H -4.04671 -0.17008 3.91720
H -0.37818 -3.68025 -0.87691
H -2.05877 -4.08034 -1.26761
H -0.91590 -5.36817 -0.86193
H 0.50153 -4.01896 1.46356
H -0.10745 -5.68609 1.48567
H -0.57745 -4.54836 2.75894
H -3.64073 -4.84316 0.58545
H -3.01204 -5.10585 2.22177
H -2.50431 -6.15156 0.90306
H -0.71069 -0.29544 -5.62623
H -1.99682 0.64789 -4.85888
H -2.33987 -0.93991 -5.55734
H 0.28859 -2.26966 -4.44666
H -1.29803 -3.04953 -4.47697
H -0.42381 -2.88308 -2.94765
H -3.19564 -0.33124 -2.80877
H -2.51354 -1.71712 -1.95961
H -3.28455 -1.93258 -3.54190
Cl -3.29527 5.18707 -4.79765
C -2.56927 4.56849 -3.33880
C -2.87265 3.26591 -2.91653
C -2.29437 2.76224 -1.78134
C -1.38465 3.52360 -1.00521
O -0.80674 2.96376 -0.00271
C -1.11928 4.84951 -1.42419
C -0.25326 5.76712 -0.69245
O 0.23807 5.61329 0.41671
C -1.71565 5.33872 -2.59820
H -3.56454 2.66706 -3.49336
H -2.51144 1.75959 -1.43678
H -0.06959 6.73130 -1.20618
H -1.48971 6.35093 -2.91157
C -1.10572 3.98701 4.74502
C -0.27720 4.55572 3.60487
C -0.20820 6.07017 3.63967
O -0.88170 4.10408 2.36910
C 1.12145 3.92377 3.70579
O 1.98567 4.29775 4.45334
O 1.20317 2.86461 2.91691
H -2.12221 4.37667 4.68785
H -0.65981 4.27036 5.69639
H -1.14348 2.89925 4.67781
H -1.21418 6.48979 3.66944
H 0.30845 6.45210 2.75866
H 0.34560 6.38207 4.52307
H -0.51682 4.63528 1.62644

Values from the calculation:
**Largest force on an atom**: 0.96 eV Å⁻¹
**Relative energy (zero: lowest compared OMol25 entry of this formula, charge and spin)**: 0.0 kJ/mol
**E_tot**: -130793.018 eV
**LUMO level (alpha / beta)**: -0.382 / -0.344 eV
**HOMO-LUMO gap (alpha / beta)**: 0.2646 / 0.2616 Eh
**2S+1**: 2
**Highest occupied orbital energy (alpha / beta)**: -0.279 / -0.274 Ha